Below is an isolated molecule of C26H22ClF3N6OS, with properties calculated with ωB97M-V/def2-TZVPD.

Values from the calculation:
Highest occupied orbital energy: -0.3010 hartree
SMILES string: CCc1ccc(-c2cc(C(F)(F)F)n3nc(C(=O)Nc4c(C)nn(Cc5ccccc5Cl)c4C)cc3n2)s1
M: 559.0 g mol⁻¹
Charge: 0
Strongest force on any atom: 1.319 eV/A
HOMO-LUMO gap: 7.6 eV

Each line ends with the Löwdin charge.
Geometry (Å):
1 C 8.2677 -4.5843 2.0201  -0.1025
2 C 7.5465 -5.0052 0.7372  -0.2648
3 C 6.1141 -4.5994 0.7726  -0.5365
4 C 5.0224 -5.3941 0.9895  -0.1228
5 C 3.8133 -4.6846 1.0065  -0.1022
6 C 3.9845 -3.3362 0.8039  -0.4649
7 C 3.0209 -2.2751 0.7596  -0.2766
8 C 1.6261 -2.5229 0.9550  0.0932
9 C 0.7651 -1.4686 0.9163  -0.0493
10 C -0.7225 -1.6029 1.1102  -0.5657
11 F -1.0670 -2.8636 1.4162  0.1456
12 F -1.1897 -0.8331 2.1011  0.1551
13 F -1.4174 -1.2797 0.0123  0.1558
14 N 1.2511 -0.2267 0.6890  0.0115
15 N 0.5847 0.9031 0.6192  0.1767
16 C 1.5020 1.8487 0.3868  -0.1731
17 C 1.1446 3.2868 0.2955  -0.4321
18 O 1.9135 4.1634 0.6427  0.0738
19 N -0.0926 3.5513 -0.1737  0.1563
20 C -0.9763 2.6198 -0.7462  -0.1949
21 C -0.8330 1.9578 -1.9848  -0.2958
22 C 0.2886 2.0722 -2.9535  -0.0160
23 N -1.8728 1.1712 -2.1867  0.1163
24 N -2.6717 1.3039 -1.1286  -0.1441
25 C -3.8958 0.5503 -1.0644  -0.1030
26 C -5.1043 1.4082 -0.7955  -0.2422
27 C -5.9220 1.1462 0.2972  -0.0489
28 C -7.0353 1.9217 0.5653  -0.0795
29 C -7.3480 2.9865 -0.2624  -0.0814
30 C -6.5516 3.2649 -1.3584  -0.1033
31 C -5.4413 2.4776 -1.6229  -0.5947
32 Cl -4.4742 2.8432 -3.0115  0.7447
33 C -2.1734 2.1653 -0.2170  -0.2109
34 C -2.8148 2.4810 1.0819  0.0120
35 C 2.7930 1.3194 0.3097  0.0785
36 C 2.6370 -0.0452 0.5014  -0.2235
37 N 3.4802 -1.0606 0.5393  0.1665
38 S 5.6619 -2.9428 0.5868  1.1261
39 H 7.8009 -5.0473 2.8863  0.0784
40 H 8.2232 -3.5044 2.1386  0.0654
41 H 9.3102 -4.8888 1.9822  0.0705
42 H 7.6064 -6.0891 0.6203  0.1129
43 H 8.0393 -4.5379 -0.1179  0.1079
44 H 5.0879 -6.4585 1.1300  0.1118
45 H 2.8581 -5.1525 1.1620  0.1081
46 H 1.2596 -3.5184 1.1338  0.1201
47 H -0.3502 4.5305 -0.1988  0.1634
48 H 0.4874 3.1181 -3.1835  0.0815
49 H 0.0337 1.5419 -3.8662  0.0775
50 H 1.1987 1.6414 -2.5350  0.0706
51 H -3.9854 0.0571 -2.0369  0.1333
52 H -3.8142 -0.2190 -0.2897  0.1195
53 H -5.6771 0.3188 0.9469  0.1148
54 H -7.6547 1.6976 1.4201  0.1034
55 H -8.2119 3.6003 -0.0585  0.1048
56 H -6.7863 4.0877 -2.0148  0.1030
57 H -2.1182 3.0527 1.6896  0.0843
58 H -3.0666 1.5645 1.6126  0.0832
59 H -3.7281 3.0608 0.9462  0.0834
60 H 3.7003 1.8571 0.1403  0.1188

Atoms 1-6, force components in eV/Å:
C 0.0 -0.1 -0.2
C 0.1 0.1 0.2
C -0.3 0.1 -0.1
C 0.5 0.0 -0.1
C -0.2 0.7 -0.1
C 0.7 -0.7 0.0

Below is C26H22ClIN3O6S2ScSe as an isolated structure, with properties calculated with ωB97M-V/def2-TZVPD.

Values from the calculation:
Highest occupied orbital energy: -0.0620 hartree
M: 822.9 g mol⁻¹
Charge: -2
Relative energy (zero: lowest compared OMol25 entry of this formula, charge and spin): 2.303 eV
Strongest force on any atom: 2.808 eV/A
HOMO-LUMO gap: 5.7 eV

Each line ends with the Löwdin charge.
Geometry (Å):
1 Sc 0.2156 0.2145 -0.1271  0.9084
2 I -2.2484 0.4980 -3.7059  1.0595
3 C -3.4162 1.2811 -2.1691  -0.6048
4 C -4.5968 1.6936 -2.7682  -0.2621
5 C -5.6741 2.1174 -2.0071  -0.1170
6 C -5.6076 1.9558 -0.6269  -0.0640
7 C -4.4182 1.4997 -0.0031  -0.1759
8 C -4.4481 1.2478 1.3739  -0.0703
9 C -3.2810 0.9723 2.0421  -0.0948
10 C -2.1117 0.8190 1.3295  -0.1794
11 C -2.0213 0.8541 -0.0733  -0.1169
12 C -3.2041 1.1460 -0.7533  -0.2178
13 H -4.6873 1.7454 -3.8645  0.0547
14 H -6.5696 2.4965 -2.4976  0.0896
15 H -6.5064 2.0749 -0.0585  0.0849
16 H -5.4228 1.2777 1.8733  0.1031
17 H -3.3369 0.9307 3.1249  0.0962
18 H -1.1878 0.6801 1.9604  0.0527
19 N 0.7423 1.6292 1.6090  -0.0025
20 H 0.7632 1.1389 2.5186  0.0506
21 H 0.0785 2.4469 1.6725  0.0898
22 H 1.6402 2.0841 1.4738  0.0491
23 Cl 4.0234 -0.0773 0.5728  0.4183
24 C 2.4040 -0.7152 0.3804  -0.7335
25 H 2.1797 -1.2976 1.2870  -0.0399
26 H 2.3631 -1.3988 -0.4802  -0.0233
27 Se -0.4925 -2.9717 -1.6910  0.5262
28 C -1.1533 -2.8874 -3.3470  -1.0482
29 N -1.5457 -2.8303 -4.4533  -0.0678
30 O -1.2929 -0.2674 4.8296  -0.3213
31 S -0.4053 -1.3543 4.4735  0.6341
32 O 0.6681 -1.7416 5.3508  -0.3229
33 N 0.2448 -1.0186 3.0191  -0.0411
34 C -0.3084 -1.7830 2.0768  -0.4874
35 O -0.1465 -1.6566 0.8160  -0.2348
36 C -1.2395 -2.8049 2.5812  -0.1177
37 C -1.8987 -3.7715 1.8050  0.0297
38 C -2.5685 -4.7938 2.4920  -0.0560
39 C -2.6246 -4.7684 3.8988  -0.0906
40 C -2.0287 -3.7598 4.6489  -0.0631
41 C -1.3114 -2.8084 3.9690  -0.2051
42 H -1.7939 -3.7646 0.7243  0.0538
43 H -2.9355 -5.6523 1.9630  0.0935
44 H -3.1921 -5.5179 4.4577  0.0957
45 H -1.9976 -3.8500 5.7276  0.1107
46 C 7.4136 2.0443 -2.8460  -0.0894
47 C 5.9629 1.8012 -2.5782  -0.2774
48 C 5.1909 2.6369 -1.7272  -0.0518
49 C 3.7921 2.5480 -1.6740  -0.0832
50 C 3.1722 1.5502 -2.4061  -0.2746
51 C 3.8822 0.6158 -3.1477  -0.0531
52 C 5.2642 0.7387 -3.2564  -0.0354
53 S 1.3667 1.4867 -2.2854  0.4960
54 O 1.0674 0.0404 -2.1657  -0.4384
55 O 0.9172 2.0492 -3.5481  -0.3371
56 O 0.8832 2.1682 -1.0219  -0.3974
57 H 7.9462 2.1840 -1.8712  0.0819
58 H 7.4991 2.9846 -3.4798  0.0899
59 H 7.9211 1.2575 -3.4640  0.0766
60 H 5.6845 3.4448 -1.2246  0.0954
61 H 3.2223 3.2825 -1.1090  0.1126
62 H 3.3587 -0.1726 -3.7089  0.1334
63 H 5.8060 0.0267 -3.9112  0.1099

Atoms 1-6, force components in eV/Å:
Sc 0.9 -1.0 -0.5
I 1.0 -0.3 0.4
C -0.4 -0.6 -0.9
C 0.4 0.7 -0.1
C -0.5 -0.1 1.5
C 0.3 -0.1 -1.6

Below is C26H22ClIN5O6PbS as an isolated structure, with properties calculated with ωB97M-V/def2-TZVPD.

Values from the calculation:
Highest occupied orbital energy (spin up / spin down): -0.3574 / -0.3571 hartree
M: 902.1 g mol⁻¹
Charge: +1
Strongest force on any atom: 2.847 eV/A
HOMO-LUMO gap (spin up / spin down): 4.0 / 3.8 eV

Each line ends with the Löwdin charge.
Geometry (Å):
1 Pb -0.1387 0.1721 -1.1078  1.4974
2 C -4.4780 1.9703 -0.3761  0.0124
3 C -3.1207 1.7373 -0.9678  -0.2362
4 N -2.6974 0.6020 -1.3846  -0.0155
5 N -3.4172 -0.5236 -1.3554  0.0214
6 C -2.9216 -1.6705 -1.8684  -0.8150
7 N -3.6875 -2.7637 -1.8223  0.1381
8 S -1.4729 -1.7067 -2.7293  0.7345
9 C -2.1731 2.8548 -1.1055  -0.2182
10 C -2.5322 4.1811 -0.8609  0.0215
11 C -1.5798 5.1783 -0.9980  -0.0158
12 C -0.2909 4.8358 -1.3711  -0.0126
13 C -0.0096 3.4938 -1.5793  -0.1123
14 N -0.9188 2.5459 -1.4558  0.0161
15 H -4.7976 1.1151 0.2179  0.0866
16 H -4.4816 2.8385 0.2747  0.0822
17 H -5.2116 2.1284 -1.1683  0.1093
18 H -4.2914 -0.5671 -0.8295  0.1658
19 H -4.3851 -2.8711 -1.1002  0.1286
20 H -3.2837 -3.6163 -2.1785  0.1156
21 H -3.5353 4.4407 -0.5617  0.1134
22 H -1.8410 6.2062 -0.7958  0.1216
23 H 0.4801 5.5829 -1.4758  0.1179
24 H 0.9850 3.1640 -1.8418  0.1121
25 Cl 7.2310 1.0293 -1.5243  0.8142
26 C 5.5716 0.8895 -1.9103  -0.5675
27 C 5.1831 0.9379 -3.2389  -0.1432
28 C 3.8480 0.8393 -3.5810  -0.5919
29 I 3.2163 0.9161 -5.5689  1.0346
30 C 2.8030 0.7085 -2.6132  -0.4249
31 O 1.6025 0.6684 -2.9373  -0.1296
32 C 3.2405 0.6323 -1.2214  -0.1344
33 N 2.2898 0.4532 -0.3015  0.0534
34 C 2.6032 0.3787 0.9706  -0.0629
35 C 3.9213 0.4913 1.4192  0.0161
36 C 4.9249 0.6548 0.4954  0.0192
37 C 4.6091 0.7266 -0.8738  -0.1465
38 H 5.9325 1.0532 -4.0077  0.1081
39 H 1.7811 0.2240 1.6512  0.1276
40 H 4.1400 0.4372 2.4728  0.1248
41 H 5.9558 0.7282 0.8030  0.1039
42 C -1.3649 1.7868 3.1323  0.0177
43 C -0.7893 1.8045 1.6951  -0.7361
44 O -0.1696 2.7886 1.3256  0.0213
45 O -1.0426 0.7492 1.0658  -0.1306
46 H -1.3082 2.7756 3.5712  0.0769
47 H -0.7671 1.0869 3.7079  0.0801
48 H -2.3879 1.4296 3.0892  0.0727
49 O 1.6701 -3.6927 0.6337  0.0528
50 C 0.8168 -4.1937 1.5220  -0.2802
51 C 1.2258 -5.2927 2.2930  -0.0139
52 C 0.4134 -5.7882 3.2851  -0.0849
53 C -0.8363 -5.2256 3.5185  -0.0918
54 C -1.2771 -4.1721 2.7330  -0.0338
55 C -0.4787 -3.6705 1.7197  -0.0635
56 C -0.9930 -2.5703 0.7886  -0.5892
57 O -2.1917 -2.4652 0.5860  0.0285
58 O -0.0528 -1.8832 0.2848  -0.1907
59 H 1.2469 -2.8695 0.2710  0.0662
60 H 2.2111 -5.6931 2.1112  0.1142
61 H 0.7569 -6.6116 3.8911  0.1043
62 H -1.4718 -5.6272 4.2914  0.0974
63 H -2.2628 -3.7626 2.8913  0.1128

Atoms 1-6, force components in eV/Å:
Pb -1.0 -0.5 1.4
C 0.1 -0.1 -0.1
C -0.6 -0.8 0.0
N 0.6 0.8 -0.1
N -1.1 -0.4 0.5
C -0.3 -0.1 -0.1

Below is C26H22F6N3O4PbS6 as an isolated structure, with properties calculated with ωB97M-V/def2-TZVPD.

Values from the calculation:
Highest occupied orbital energy (spin up / spin down): -0.4321 / -0.4330 hartree
M: 954.1 g mol⁻¹
Charge: +1
Relative energy (zero: lowest compared OMol25 entry of this formula, charge and spin): 0.562 eV
Strongest force on any atom: 3.028 eV/A
HOMO-LUMO gap (spin up / spin down): 5.9 / 5.9 eV

Each line ends with the Löwdin charge.
Geometry (Å):
1 Pb 0.1178 0.4123 -4.1229  1.0897
2 S 2.6959 0.7038 -2.6432  0.7000
3 C 2.0770 1.2052 -1.1847  -0.8103
4 N 2.3303 0.7060 0.0077  -0.0603
5 C 1.9770 1.5016 1.2044  -0.0957
6 C 2.1587 2.9574 0.9764  -0.0876
7 N 1.3217 3.3556 -0.1822  -0.0686
8 C 0.5266 4.5935 -0.1131  -0.0950
9 C -0.6256 4.3965 0.8989  -0.1648
10 C -0.4531 4.5996 2.3028  -0.0435
11 C -1.5189 4.5303 3.1887  -0.0534
12 C -2.7098 4.0352 2.6833  -0.0737
13 C -2.8944 3.7655 1.3353  -0.0834
14 C -1.8881 3.9629 0.4200  -0.0400
15 C 1.2036 2.4660 -1.1780  -0.6805
16 S 0.1274 2.7348 -2.4458  0.6000
17 C 3.0658 -0.5948 0.2389  -0.0629
18 C 2.6447 -1.2106 1.5568  -0.2538
19 C 3.4921 -1.1743 2.6726  -0.0416
20 C 3.1811 -1.8527 3.8744  -0.0629
21 C 1.9685 -2.5194 3.9962  -0.0592
22 C 1.0577 -2.4438 2.9101  -0.0454
23 C 1.4083 -1.7995 1.7182  -0.0498
24 H 2.7457 1.1917 1.9413  0.1417
25 H 0.9820 1.2338 1.5662  0.1437
26 H 3.2172 3.2725 0.8938  0.1564
27 H 1.8319 3.4997 1.8648  0.1152
28 H 0.1479 4.8736 -1.0871  0.0848
29 H 1.2668 5.3337 0.2311  0.1434
30 H 0.5009 4.9313 2.6845  0.1028
31 H -1.3801 4.7339 4.2287  0.1083
32 H -3.4812 3.8186 3.3392  0.0869
33 H -3.8837 3.3713 1.0926  0.1135
34 H -1.9853 3.7699 -0.6434  0.0907
35 H 4.1112 -0.4135 0.1375  0.1236
36 H 2.7735 -1.3370 -0.5561  0.1159
37 H 4.5199 -0.7434 2.4804  0.1338
38 H 3.8593 -1.8312 4.6782  0.0906
39 H 1.7709 -3.1166 4.8734  0.1060
40 H 0.0461 -2.8722 3.0386  0.1158
41 H 0.7046 -1.8133 0.8967  0.0856
42 S -2.6924 -0.2542 -3.7172  0.7463
43 C -3.1565 -0.3314 -2.1599  -0.7123
44 C -4.5166 -0.6886 -1.8136  -0.1000
45 C -5.0332 -0.6554 -0.5629  -0.0144
46 C -4.1877 -0.2470 0.5139  -0.0229
47 C -2.8985 0.1678 0.3083  -0.0841
48 C -2.2931 0.0836 -1.0110  -0.6569
49 S -0.6984 0.1206 -1.2117  0.8348
50 H -5.1576 -1.0437 -2.6225  0.1187
51 H -6.0181 -1.0135 -0.4507  0.1128
52 H -4.5921 -0.2105 1.5076  0.1156
53 H -2.3506 0.4814 1.1373  0.0883
54 F 2.1145 -4.6808 -4.7762  0.1646
55 C 2.4142 -3.9713 -3.6853  -0.6687
56 F 2.6905 -4.7573 -2.6737  0.1634
57 F 3.4516 -3.1475 -3.9002  0.1374
58 S 0.9880 -2.8675 -3.2208  0.5783
59 O 1.1481 -1.8694 -4.3385  -0.5310
60 O 1.2200 -2.3040 -1.9276  -0.3336
61 N -0.3596 -3.5656 -3.4811  -0.2900
62 S -0.8123 -4.8881 -2.7085  0.6115
63 O -2.0491 -5.3022 -3.2893  -0.2523
64 O 0.2494 -5.7724 -2.3766  -0.2438
65 C -1.4796 -4.0606 -1.1263  -0.5921
66 F -2.3793 -4.7992 -0.4979  0.1529
67 F -0.5221 -3.7271 -0.1739  0.0725
68 F -2.0914 -2.9307 -1.5167  0.0893

Atoms 1-6, force components in eV/Å:
Pb 0.7 -0.5 0.2
S 0.0 -0.6 -0.1
C 0.0 0.9 0.5
N 0.2 -0.2 0.0
C 1.3 -1.1 0.5
C 0.0 1.0 -0.1